--- a ---
Below is a 21-piece molecular cluster, C42H126O21 overall, with properties calculated with ωB97M-V/def2-TZVPD.

Properties
Net charge   0
LUMO level   0.41 eV

The geometry in XYZ format:
```
189
C42H126O21 | the Open Molecules 2025 dataset | ωB97M-V/def2-TZVPD
C 18.632 8.956 17.798
C 17.697 7.799 17.889
O 18.300 6.585 18.335
H 19.419 8.863 17.043
H 19.099 9.209 18.734
H 18.064 9.837 17.462
H 17.181 7.640 16.953
H 16.900 7.979 18.614
H 18.882 6.347 17.603
C 21.300 14.602 13.306
C 22.057 15.621 14.079
O 22.433 15.065 15.351
H 20.482 14.259 13.952
H 22.004 13.811 13.039
H 20.844 14.985 12.392
H 21.501 16.535 14.293
H 22.983 15.938 13.592
H 23.028 15.663 15.811
C 17.405 18.102 8.939
C 18.727 17.995 9.688
O 18.896 16.862 10.521
H 17.225 17.225 8.308
H 17.415 18.957 8.258
H 16.587 18.347 9.612
H 18.784 18.907 10.281
H 19.508 18.003 8.928
H 18.236 17.013 11.215
C 8.724 15.874 13.162
C 8.987 15.732 11.719
O 7.930 16.348 11.032
H 8.682 16.936 13.415
H 9.482 15.322 13.717
H 7.762 15.450 13.435
H 9.115 14.669 11.492
H 9.969 16.189 11.539
H 8.132 16.172 10.107
C 16.432 12.208 21.843
C 17.013 11.128 20.915
O 16.363 9.873 21.050
H 16.517 12.006 22.918
H 15.364 12.370 21.690
H 16.962 13.151 21.691
H 18.078 11.076 21.149
H 16.894 11.458 19.875
H 16.382 9.560 21.958
C 20.832 15.135 21.559
C 19.467 14.588 21.948
O 18.401 15.112 21.220
H 20.856 16.204 21.755
H 20.988 14.825 20.523
H 21.589 14.689 22.217
H 19.231 14.763 22.997
H 19.446 13.495 21.815
H 18.437 14.712 20.330
C 20.147 11.150 14.766
C 19.213 11.492 13.549
O 19.876 11.262 12.317
H 19.679 11.473 15.701
H 21.067 11.725 14.603
H 20.400 10.091 14.724
H 18.906 12.538 13.598
H 18.313 10.882 13.604
H 19.262 11.175 11.568
C 18.860 16.532 17.909
C 17.995 15.320 17.908
O 18.519 14.169 18.567
H 19.055 16.929 18.912
H 18.366 17.321 17.354
H 19.789 16.350 17.362
H 17.760 15.038 16.874
H 17.053 15.530 18.414
H 19.302 13.890 18.040
C 16.600 13.096 14.978
C 15.426 13.362 15.897
O 14.591 14.292 15.221
H 16.212 12.689 14.040
H 17.324 12.428 15.437
H 17.119 14.037 14.770
H 15.759 13.751 16.867
H 14.865 12.463 16.108
H 13.789 14.499 15.775
C 13.101 15.307 10.587
C 13.728 15.514 11.957
O 13.398 14.369 12.756
H 13.558 14.468 10.066
H 13.184 16.204 9.972
H 12.045 15.143 10.706
H 13.367 16.432 12.427
H 14.813 15.609 11.810
H 13.938 14.353 13.595
C 18.446 7.863 13.702
C 18.146 8.144 12.208
O 16.738 8.159 12.126
H 17.998 8.625 14.335
H 19.520 7.891 13.893
H 17.982 6.909 13.948
H 18.521 7.310 11.607
H 18.578 9.112 11.925
H 16.414 8.139 11.226
C 10.490 17.644 17.447
C 9.433 16.582 17.211
O 9.985 15.335 17.550
H 10.844 17.649 18.490
H 10.142 18.648 17.243
H 11.341 17.421 16.794
H 9.170 16.558 16.149
H 8.547 16.786 17.804
H 9.367 14.642 17.341
C 18.584 16.691 14.048
C 17.191 17.212 13.878
O 16.986 17.530 12.513
H 19.349 17.443 13.817
H 18.775 15.796 13.452
H 18.642 16.410 15.104
H 16.972 18.111 14.466
H 16.491 16.416 14.129
H 16.154 17.975 12.320
C 13.685 9.931 14.571
C 14.904 8.992 14.715
O 14.757 7.740 14.064
H 12.736 9.474 14.888
H 13.582 10.253 13.542
H 13.864 10.822 15.168
H 15.033 8.806 15.791
H 15.825 9.461 14.349
H 15.409 7.629 13.366
C 14.202 17.922 15.690
C 15.341 17.911 16.703
O 15.950 19.162 16.690
H 13.676 16.970 15.637
H 14.512 18.205 14.690
H 13.535 18.743 15.937
H 16.058 17.102 16.550
H 14.937 17.676 17.687
H 16.673 19.212 17.326
C 13.867 10.323 10.444
C 13.894 11.225 9.232
O 14.867 10.762 8.331
H 13.719 9.279 10.159
H 13.125 10.566 11.181
H 14.848 10.282 10.932
H 14.099 12.245 9.558
H 12.904 11.220 8.767
H 14.645 11.177 7.493
C 13.574 8.494 18.321
C 13.859 10.006 18.113
O 13.792 10.784 19.302
H 13.580 7.939 17.380
H 12.552 8.355 18.683
H 14.270 7.980 18.991
H 13.143 10.446 17.421
H 14.881 10.066 17.732
H 14.295 10.336 19.987
C 10.467 11.594 15.381
C 11.389 12.673 14.772
O 11.472 12.384 13.412
H 10.939 10.637 15.202
H 9.474 11.601 14.916
H 10.304 11.797 16.442
H 12.342 12.589 15.296
H 10.927 13.632 14.937
H 11.999 13.086 13.007
C 18.015 13.590 10.542
C 17.125 12.393 10.180
O 17.714 11.119 10.499
H 18.963 13.519 10.019
H 18.179 13.706 11.615
H 17.449 14.487 10.325
H 16.839 12.409 9.121
H 16.172 12.401 10.713
H 17.233 10.444 10.019
C 13.063 14.703 19.560
C 12.812 13.854 18.309
O 12.657 14.621 17.113
H 13.966 15.285 19.402
H 13.142 14.074 20.457
H 12.245 15.401 19.750
H 11.893 13.299 18.547
H 13.601 13.119 18.121
H 11.747 14.941 17.099
C 20.964 12.049 18.646
C 21.633 12.832 17.582
O 20.673 13.684 16.934
H 20.673 12.736 19.447
H 21.710 11.378 19.093
H 20.126 11.496 18.242
H 22.063 12.172 16.838
H 22.393 13.496 17.991
H 21.087 14.254 16.252
```


--- b ---
Below is a 21-piece molecular cluster, C42H126O21 overall, with properties calculated with ωB97M-V/def2-TZVPD.

Properties
Net charge   0
LUMO level   0.11 eV

The geometry in XYZ format:
```
189
C42H126O21 | the Open Molecules 2025 dataset | ωB97M-V/def2-TZVPD
C 24.412 3.207 -12.458
C 23.869 3.444 -13.871
O 24.287 4.727 -14.419
H 24.225 3.993 -11.726
H 25.500 3.218 -12.516
H 24.153 2.213 -12.093
H 22.790 3.296 -13.894
H 24.258 2.720 -14.588
H 23.782 4.933 -15.209
C 31.337 -2.032 -14.785
C 32.863 -1.859 -14.906
O 33.263 -2.302 -16.172
H 30.910 -3.028 -14.901
H 30.779 -1.475 -15.538
H 30.932 -1.668 -13.841
H 33.256 -2.548 -14.159
H 33.213 -0.839 -14.745
H 32.949 -1.709 -16.858
C 28.684 0.582 -11.179
C 28.783 -0.523 -10.110
O 27.883 -1.544 -10.505
H 29.240 1.482 -10.917
H 27.685 0.794 -11.560
H 29.155 0.174 -12.073
H 28.457 -0.174 -9.130
H 29.767 -0.989 -10.071
H 26.998 -1.270 -10.252
C 20.851 -0.161 -18.919
C 20.474 0.725 -20.097
O 21.607 1.548 -20.436
H 21.060 0.476 -18.059
H 21.703 -0.785 -19.188
H 19.988 -0.810 -18.769
H 19.641 1.410 -19.942
H 20.271 0.053 -20.931
H 21.270 2.274 -20.965
C 30.299 -3.356 -18.434
C 30.431 -4.713 -19.093
O 29.381 -4.925 -20.009
H 29.415 -3.272 -17.803
H 30.212 -2.529 -19.139
H 31.148 -3.117 -17.793
H 30.372 -5.440 -18.283
H 31.397 -4.726 -19.598
H 29.452 -5.836 -20.304
C 24.999 -2.702 -16.912
C 24.223 -1.590 -17.686
O 24.732 -0.286 -17.431
H 24.958 -2.602 -15.827
H 26.066 -2.723 -17.134
H 24.584 -3.696 -17.078
H 23.171 -1.656 -17.410
H 24.274 -1.782 -18.757
H 24.663 0.301 -18.188
C 34.122 -0.595 -9.849
C 34.028 -0.149 -11.257
O 32.718 -0.306 -11.741
H 35.121 -0.566 -9.415
H 33.874 -1.651 -9.740
H 33.495 -0.052 -9.141
H 34.789 -0.610 -11.887
H 34.253 0.918 -11.259
H 32.439 -1.224 -11.762
C 28.431 -0.021 -17.899
C 28.953 1.390 -17.538
O 30.090 1.232 -16.675
H 27.458 0.035 -18.386
H 28.310 -0.666 -17.029
H 29.150 -0.446 -18.599
H 28.170 1.970 -17.048
H 29.225 1.962 -18.425
H 30.209 2.057 -16.200
C 20.325 0.068 -13.682
C 21.890 0.199 -13.619
O 22.491 -0.758 -14.448
H 19.826 0.684 -12.934
H 20.099 -0.989 -13.540
H 19.970 0.339 -14.677
H 22.241 0.162 -12.587
H 22.150 1.183 -14.009
H 23.427 -0.605 -14.597
C 27.073 -0.644 -14.109
C 26.213 0.593 -14.494
O 24.888 0.090 -14.775
H 26.925 -1.475 -14.799
H 26.760 -1.036 -13.141
H 28.117 -0.342 -14.022
H 26.520 0.971 -15.470
H 26.168 1.317 -13.681
H 24.821 -0.039 -15.724
C 27.468 7.848 -13.317
C 26.460 6.939 -14.055
O 25.166 7.384 -13.871
H 27.112 8.236 -12.363
H 27.642 8.691 -13.985
H 28.454 7.391 -13.242
H 26.557 5.963 -13.578
H 26.738 6.798 -15.100
H 24.554 6.685 -14.112
C 27.916 -7.397 -16.950
C 27.055 -6.284 -17.561
O 25.677 -6.617 -17.366
H 27.673 -7.553 -15.899
H 28.932 -7.003 -16.938
H 27.777 -8.309 -17.531
H 27.239 -6.033 -18.605
H 27.274 -5.398 -16.966
H 25.450 -7.156 -18.128
C 31.629 0.342 -20.081
C 32.528 0.358 -18.841
O 31.939 -0.427 -17.830
H 30.661 0.821 -19.934
H 31.392 -0.674 -20.396
H 32.176 0.792 -20.910
H 32.681 1.378 -18.490
H 33.522 0.019 -19.132
H 31.276 0.105 -17.383
C 20.522 -4.308 -17.101
C 20.734 -3.015 -16.336
O 21.953 -3.247 -15.624
H 20.331 -5.181 -16.477
H 21.235 -4.557 -17.886
H 19.667 -4.108 -17.747
H 20.012 -2.778 -15.554
H 20.818 -2.136 -16.974
H 22.112 -2.409 -15.184
C 28.624 3.229 -13.935
C 29.586 4.277 -14.469
O 30.376 3.720 -15.514
H 27.842 2.908 -14.623
H 28.181 3.698 -13.057
H 29.125 2.314 -13.619
H 30.240 4.698 -13.705
H 28.968 5.106 -14.816
H 30.828 4.407 -16.009
C 32.808 2.772 -13.339
C 33.357 4.202 -13.316
O 33.756 4.562 -12.025
H 32.531 2.526 -14.364
H 31.867 2.628 -12.809
H 33.574 2.060 -13.032
H 32.638 4.866 -13.796
H 34.230 4.235 -13.969
H 32.934 4.482 -11.534
C 26.069 -6.408 -10.319
C 25.359 -6.429 -11.622
O 25.533 -7.610 -12.358
H 25.800 -5.557 -9.692
H 27.138 -6.353 -10.522
H 25.909 -7.292 -9.701
H 25.792 -5.610 -12.197
H 24.288 -6.253 -11.523
H 25.237 -7.370 -13.238
C 27.879 -4.455 -14.259
C 28.762 -3.747 -13.299
O 28.216 -3.898 -11.992
H 27.663 -5.445 -13.857
H 28.390 -4.452 -15.222
H 26.912 -3.967 -14.381
H 28.960 -2.715 -13.586
H 29.719 -4.261 -13.215
H 27.829 -3.074 -11.686
C 28.036 4.135 -10.180
C 27.781 5.658 -10.260
O 29.040 6.335 -10.182
H 27.111 3.582 -10.342
H 28.391 3.847 -9.190
H 28.784 3.740 -10.867
H 27.146 6.058 -9.470
H 27.423 5.936 -11.252
H 28.823 7.230 -9.912
C 25.377 3.201 -17.745
C 23.954 2.746 -18.135
O 24.047 1.757 -19.126
H 25.912 2.512 -17.091
H 25.340 4.146 -17.204
H 26.009 3.426 -18.604
H 23.405 3.590 -18.554
H 23.421 2.340 -17.275
H 23.166 1.647 -19.491
C 24.868 -2.495 -11.276
C 24.392 -1.102 -10.774
O 25.358 -0.833 -9.820
H 25.836 -2.342 -11.752
H 24.188 -2.886 -12.033
H 24.864 -3.199 -10.443
H 23.409 -1.119 -10.305
H 24.405 -0.321 -11.534
H 24.943 -0.536 -9.007
```


Top of the stability list: a, leading by 2.018 eV.


--- a ---
Below is C3H8S2 in the gas phase, with properties calculated with ωB97M-V/def2-TZVPD.

Properties
Net charge   0
SMILES string   CCSSC
LUMO level   0.71 eV

The geometry in XYZ format:
```
13
C3H8S2 | the Open Molecules 2025 dataset | ωB97M-V/def2-TZVPD
C 0.098 -2.401 0.765
C -0.195 -0.915 1.046
S -0.498 -0.111 -0.549
S -0.412 1.880 0.092
C 0.115 2.621 -1.440
H -0.673 -2.846 0.146
H 1.048 -2.491 0.293
H 0.128 -2.906 1.726
H 0.677 -0.486 1.541
H -1.078 -0.785 1.666
H 0.908 2.033 -1.906
H 0.556 3.600 -1.223
H -0.674 2.808 -2.157
```


--- b ---
Below is C3H8S2 in the gas phase, with properties calculated with ωB97M-V/def2-TZVPD.

Properties
Net charge   0
SMILES string   CCCSS
LUMO level   -1.67 eV

The geometry in XYZ format:
```
13
C3H8S2 | the Open Molecules 2025 dataset | ωB97M-V/def2-TZVPD
C 2.736 0.451 0.135
C 1.831 -0.802 0.550
C 0.387 -0.342 0.622
S -0.636 -0.852 -0.754
S -2.042 1.163 -0.074
H 2.156 1.178 -0.474
H 3.677 0.153 -0.349
H 3.102 0.877 1.112
H 1.907 -1.603 -0.226
H 2.281 -1.044 1.520
H 0.009 -0.758 1.553
H 0.314 0.741 0.666
H -2.287 0.096 0.639
```


--- c ---
Below is C3H8S2 in the gas phase, with properties calculated with ωB97M-V/def2-TZVPD.

Properties
Net charge   0
SMILES string   CCCSS
LUMO level   0.52 eV

The geometry in XYZ format:
```
13
C3H8S2 | the Open Molecules 2025 dataset | ωB97M-V/def2-TZVPD
C -0.458 -1.214 1.490
C 0.583 -0.555 0.606
C -0.165 0.386 -0.365
S 0.879 0.663 -1.863
S -0.377 1.977 -2.965
H -1.088 -0.508 2.024
H 0.151 -1.597 2.351
H -0.882 -2.131 1.101
H 1.367 0.047 1.047
H 1.079 -1.317 -0.004
H -1.042 -0.096 -0.798
H -0.478 1.336 0.072
H 0.431 3.009 -2.698
```


--- d ---
Below is C3H8S2 as an isolated structure, with properties calculated with ωB97M-V/def2-TZVPD.

Properties
Net charge   0
LUMO level   0.26 eV

The geometry in XYZ format:
```
13
C3H8S2 | the Open Molecules 2025 dataset | ωB97M-V/def2-TZVPD
C 0.658 1.888 -0.980
C 0.129 0.275 0.894
C -0.793 -2.078 0.122
H 0.257 2.906 -1.208
H 1.719 2.168 -0.485
H 0.961 0.906 -1.679
H 0.575 0.533 1.902
H 0.729 -0.120 0.171
H -2.103 -2.186 0.428
H -0.412 -1.144 -1.118
H -0.061 -3.351 0.281
S -0.917 1.310 0.093
S -0.742 -1.105 1.580
```


Top of the stability list: a, leading by 0.218 eV.


--- a ---
Below is C7H11N3 as an isolated structure, with properties calculated with ωB97M-V/def2-TZVPD.

Properties
Net charge   0
LUMO level (spin up / spin down)   -0.69 / -1.13 eV

The geometry in XYZ format:
```
21
C7H11N3 | the Open Molecules 2025 dataset | ωB97M-V/def2-TZVPD
C -0.329 -1.876 1.450
C 0.045 -0.225 -1.358
C -1.262 0.786 -0.298
C -0.068 -0.491 0.958
N 0.987 0.639 -1.839
C 1.276 0.043 1.103
C -2.102 1.439 -1.107
C 1.571 1.305 1.443
N -1.159 0.350 0.903
N -0.234 -1.315 -1.937
H 1.375 1.313 -1.198
H 1.590 0.283 -2.568
H -0.990 -1.831 -1.497
H 2.071 -0.688 1.005
H 0.569 -2.490 1.467
H -1.081 -2.364 0.825
H -0.743 -1.812 2.461
H -3.169 1.332 -0.956
H -1.745 1.934 -1.997
H 0.799 2.051 1.574
H 2.599 1.619 1.568
```


--- b ---
Below is C7H11N3 in the gas phase, with properties calculated with ωB97M-V/def2-TZVPD.

Properties
Net charge   0
LUMO level (spin up / spin down)   -0.25 / -0.25 eV

The geometry in XYZ format:
```
21
C7H11N3 | the Open Molecules 2025 dataset | ωB97M-V/def2-TZVPD
C 1.562 -0.546 0.104
C 1.259 0.492 -0.974
C 0.428 -1.603 0.184
C 0.090 1.352 -0.526
C -3.635 0.762 0.723
C -0.942 -0.932 0.270
C -1.076 0.570 -0.062
N -3.636 -0.242 0.056
N -3.059 -0.777 -0.913
N -1.707 -0.517 -0.976
H 2.477 -1.249 -0.162
H 1.499 -0.090 1.065
H 2.171 1.159 -0.956
H 1.069 -0.090 -1.861
H 0.543 -2.122 -0.751
H 0.504 -2.314 0.878
H 0.411 2.024 0.187
H -0.244 2.024 -1.396
H -4.257 1.182 1.487
H -1.672 1.135 0.634
H -1.524 -1.349 1.070
```


Top of the stability list: a, leading by 1.785 eV.


--- a ---
Below is C3H3BrO2 in the gas phase, with properties calculated with ωB97M-V/def2-TZVPD.

Properties
Net charge   0
SMILES string   CC(=O)C(=O)Br
LUMO level   -0.34 eV

The geometry in XYZ format:
```
9
C3H3BrO2 | the Open Molecules 2025 dataset | ωB97M-V/def2-TZVPD
C -0.509 0.189 1.034
C -0.359 0.381 -0.465
O -1.083 1.048 -1.149
C 0.729 -0.395 -1.223
O 0.486 -1.244 -2.003
Br 2.537 -0.141 -0.443
H -1.639 0.004 1.188
H -0.015 0.952 1.630
H -0.148 -0.793 1.431
```


--- b ---
Below is C3H3BrO2 as an isolated structure, with properties calculated with ωB97M-V/def2-TZVPD.

Properties
Net charge   0
LUMO level   0.07 eV

The geometry in XYZ format:
```
9
C3H3BrO2 | the Open Molecules 2025 dataset | ωB97M-V/def2-TZVPD
C 0.379 0.756 -0.444
C -1.406 0.499 0.382
C 1.080 -0.511 -0.100
O 0.409 1.771 -1.024
O -1.949 1.299 1.023
Br -2.015 -1.437 0.415
H 0.444 -1.398 -0.370
H 1.180 -0.402 0.900
H 1.879 -0.578 -0.781
```


Top of the stability list: a, leading by 1.100 eV.